ORCA calculation (wB97M-V/def2-TZVPD) on H6O3 as an isolated structure in a non-equilibrium geometry.

```
! wB97M-V def2-TZVPD RIJCOSX def2/J DEFGRID3
* xyz 0 1
O 0.5355 -0.4204 0.2893
H 1.3703 -0.6274 -0.1308
H 0.0769 0.1295 -0.3460
O -0.4394 1.1054 -1.6352
H 0.1505 1.8592 -1.6275
H -1.2665 1.4514 -1.9705
O -0.5043 -1.3063 1.7627
H 0.0811 -0.9708 1.0836
H -0.0041 -1.2207 2.5743
*
```

E_LUMO: 0.23 eV
Total energy: -229.2319 Ha
ΔE to the lowest compared entry with this formula, charge and spin: 2.534 eV
Largest force on an atom: 9.82 eV Å⁻¹
Kohn-Sham gap: 0.342 Eh

Charge distribution, Mulliken scheme, values in e: O -0.53; H 0.29; H 0.34; O -0.68; H 0.32; H 0.32; O -0.81; H 0.52; H 0.23


ORCA calculation (wB97M-V/def2-TZVPD) on a 3-piece molecular cluster, H6O3 overall in a non-equilibrium geometry.

```
! wB97M-V def2-TZVPD RIJCOSX def2/J DEFGRID3
* xyz 0 1
O 1.0187 0.9718 -0.9650
H 1.1486 0.5041 -0.1138
H 1.5910 0.5014 -1.5845
O 0.7225 -0.6818 1.1870
H 0.6633 -0.2278 2.0115
H -0.2016 -0.6785 0.8297
O -1.6975 -0.1211 -0.0555
H -2.0898 -0.7148 -0.6880
H -1.1553 0.4466 -0.6214
*
```

E_LUMO: 0.85 eV
Total energy: -229.3230 Ha
Structure (SMILES): O.O.O
ΔE to the lowest compared entry with this formula, charge and spin: 0.056 eV
Largest force on an atom: 1.22 eV Å⁻¹
Kohn-Sham gap: 0.446 Eh

Charge distribution, Mulliken scheme, values in e: O -0.70; H 0.40; H 0.32; O -0.75; H 0.33; H 0.42; O -0.71; H 0.32; H 0.37


ORCA calculation (wB97M-V/def2-TZVPD) on a 3-piece molecular cluster, H6O3 overall.

```
! wB97M-V def2-TZVPD RIJCOSX def2/J DEFGRID3
* xyz 0 1
O -1.2244 0.5025 0.3558
H -1.4219 0.5332 1.2976
H -0.6831 -0.2908 0.2407
O 0.9872 1.9446 -0.9264
H 0.0660 1.7887 -0.6636
H 1.2494 2.7433 -0.4593
O 0.6571 -2.3076 0.2628
H 0.5954 -2.3946 -0.6958
H -0.2255 -2.5191 0.5883
*
```

E_LUMO: 0.54 eV
Total energy: -229.3103 Ha
Structure (SMILES): O.O.O
ΔE to the lowest compared entry with this formula, charge and spin: 0.403 eV
Largest force on an atom: 0.38 eV Å⁻¹
Kohn-Sham gap: 0.421 Eh

Charge distribution, Mulliken scheme, values in e: O -0.66; H 0.32; H 0.36; O -0.65; H 0.35; H 0.30; O -0.67; H 0.34; H 0.33


ORCA calculation (wB97M-V/def2-TZVPD) on a 3-piece molecular cluster, H6O3 overall in a non-equilibrium geometry.

```
! wB97M-V def2-TZVPD RIJCOSX def2/J DEFGRID3
* xyz 0 1
O 1.4086 -1.2396 0.1060
H 2.3941 -1.0695 -0.1590
H 0.8695 -1.0343 -0.6550
O 1.0691 1.0855 -0.0083
H 0.7405 1.7701 -0.5174
H 1.6312 1.4689 0.6739
O -2.4608 -0.1176 -0.0505
H -2.5704 -1.0709 -0.0055
H -3.0818 0.2073 0.6158
*
```

E_LUMO: 0.87 eV
Total energy: -229.2800 Ha
Structure (SMILES): O.O.O
ΔE to the lowest compared entry with this formula, charge and spin: 1.227 eV
Largest force on an atom: 3.52 eV Å⁻¹
Kohn-Sham gap: 0.404 Eh

Charge distribution, Mulliken scheme, values in e: O -0.67; H 0.32; H 0.32; O -0.52; H 0.28; H 0.27; O -0.62; H 0.32; H 0.31


ORCA calculation (wB97M-V/def2-TZVPD) on a 3-piece molecular cluster, H6O3 overall in a non-equilibrium geometry.

```
! wB97M-V def2-TZVPD RIJCOSX def2/J DEFGRID3
* xyz 1 2
O -12.6256 -0.9844 -2.5225
H -13.3384 -0.9880 -1.8836
H -12.5361 -1.8998 -2.7874
O -14.6370 1.3936 -3.2297
H -13.7971 0.9356 -3.1980
H -14.4714 2.1608 -3.7777
O -15.7046 2.2634 -0.8585
H -14.8955 2.1166 -0.3686
H -15.4928 2.0035 -1.7550
*
```

Expectation value of S²: 0.754
E_LUMO (alpha / beta): -4.61 / -12.21 eV
Total energy: -228.8882 Ha
ΔE to the lowest compared entry with this formula, charge and spin: 0.626 eV
Largest force on an atom: 3.58 eV Å⁻¹
Kohn-Sham gap (alpha / beta): 0.408 / 0.126 Eh

Charge distribution, Mulliken scheme, values in e: O -0.64; H 0.31; H 0.34; O -0.67; H 0.37; H 0.39; O -0.02; H 0.44; H 0.48


ORCA calculation (wB97M-V/def2-TZVPD) on H6O4Si2 as an isolated structure in a non-equilibrium geometry.

```
! wB97M-V def2-TZVPD RIJCOSX def2/J DEFGRID3
* xyz 0 1
O 1.1654 1.7217 -0.1100
O 1.9978 -1.2636 1.4247
O 1.9657 -0.9990 -1.2987
O -0.2366 -0.7879 0.1279
Si -1.5522 -0.0317 -0.5414
Si 1.2942 -0.6708 0.1019
H 1.5989 2.1834 0.5330
H 2.8783 -1.4786 1.6608
H 1.6902 -0.4030 -1.9604
H -1.6717 1.4557 -0.4326
H -2.6450 -0.7056 -0.0348
H -1.3512 -0.4473 -2.0853
*
```

E_LUMO: 0.12 eV
Total energy: -883.6537 Ha
ΔE to the lowest compared entry with this formula, charge and spin: 2.484 eV
Largest force on an atom: 6.22 eV Å⁻¹
Kohn-Sham gap: 0.351 Eh

Charge distribution, Mulliken scheme, values in e: O -0.76; O -0.44; O -0.42; O 0.04; Si 0.32; Si 0.69; H 0.20; H 0.35; H 0.32; H -0.05; H -0.14; H -0.10


Question: Which value of largest force on an atom does entry 3 give?
Answer: 0.38 eV Å⁻¹